Entry from the OMol25 dataset: an isolated molecule of C3H4O2S2 in a non-equilibrium geometry (wB97M-V/def2-TZVPD).

XYZ file:
```
11
Properties=species:S:1:pos:R:3:mulliken_charge:R:1
O 0.77260 -1.88609 0.26319 -0.52
C 0.93798 -0.68046 0.15896 0.48
S 1.95982 0.17590 -1.18753 -0.21
C 0.12886 0.27664 0.90653 -0.36
C -1.00147 0.49442 -0.18817 0.34
O -1.24831 1.76114 -0.27288 -0.52
S -1.92024 -0.85283 -1.04591 -0.17
H 1.33541 1.49511 -1.01495 0.20
H -0.51293 -0.19910 1.84579 0.23
H 0.50694 1.24094 1.25847 0.29
H -0.95865 -1.82567 -0.72351 0.23
```

Its SMILES is O=C(S)CC(=O)S. The total charge is 0. The calculation puts the largest force on an atom at 6.1 eV/A. As for the electronic energy: -1063.50585 Ha. The calculation puts the HOMO energy at -10.2 eV.